Record 1
112
Properties=species:S:1:pos:R:3:forces:R:3:lowdin_charge:R:1 method="wB97M-V/def2-TZVPD" e_tot_ev=-103245.9184 total_charge=-2 homo_lumo_gap_ev=4.49 e_above_lowest_kcal_mol=52.6
Pb -0.4331 0.9169 -0.9099 0.1 0.2 -0.2 1.4381
C -5.2416 0.5331 -5.7305 0.0 0.0 0.1 -0.1062
C -5.6025 -0.6367 -5.0558 0.1 0.1 0.0 -0.1069
C -5.0842 -0.9150 -3.7945 0.0 0.0 0.0 -0.0289
C -4.2042 -0.0040 -3.2390 0.0 -0.2 0.1 -0.1035
C -3.4624 0.0017 -1.9411 -0.1 0.2 -0.1 -0.3216
N -3.6501 -0.9541 -1.0534 0.0 -0.1 0.1 0.1601
C -3.0783 -0.9076 0.1877 -0.1 -0.3 -0.1 -0.3079
C -3.5648 -1.8358 1.2500 -0.2 0.1 -0.2 -0.0916
C -4.5607 -2.7939 1.2341 0.0 -0.1 0.0 -0.0229
C -4.8114 -3.4940 2.4131 0.1 0.1 0.0 -0.1016
C -4.0854 -3.2109 3.5711 0.0 0.1 -0.1 -0.1049
C -3.0939 -2.2306 3.5771 -0.2 0.1 0.0 -0.0370
C -2.8400 -1.5578 2.3941 0.0 0.1 0.2 -0.0940
C -1.9360 -0.3683 2.0910 -0.1 0.0 0.0 -0.3776
N 0.5833 0.2578 2.5733 0.5 -0.3 -0.3 0.1408
C 0.8129 1.5333 2.1576 -0.4 -0.1 0.3 -0.2536
N 0.3528 2.1339 1.0957 -0.1 -0.1 -0.2 0.0567
C 0.9493 3.4088 0.9974 -0.2 0.2 -0.2 -0.2973
N 0.7738 4.3206 0.1082 0.0 -0.2 0.1 0.2108
C -0.0137 4.2864 -0.9967 -0.1 0.2 -0.2 -0.2965
N -0.8245 3.2832 -1.4433 0.0 -0.3 0.2 0.0386
C -1.4435 3.6768 -2.5754 0.0 0.1 0.1 -0.2997
N -2.3514 2.9850 -3.3478 0.2 0.1 0.0 0.1893
C -2.8781 1.8582 -3.0391 0.0 0.0 0.1 -0.3313
N -2.6881 1.0933 -1.8928 0.0 -0.1 0.2 0.0177
C -3.8443 1.1560 -3.9088 0.0 0.0 -0.1 -0.1146
C -4.3583 1.4448 -5.1625 0.0 0.0 0.0 -0.0277
C -1.0248 5.0033 -2.9015 -0.2 -0.1 -0.2 -0.1305
C -1.3427 5.8719 -3.9566 0.1 0.1 0.0 -0.0459
C -0.7442 7.1111 -3.9856 0.0 -0.1 0.0 -0.1297
C 0.1675 7.5045 -2.9745 0.0 -0.1 0.1 -0.1255
C 0.4825 6.6601 -1.9332 0.0 0.1 -0.1 -0.0400
C -0.1220 5.3949 -1.8955 0.2 -0.1 0.3 -0.1245
C 1.8349 3.5709 2.1490 0.1 0.0 0.0 -0.1034
C 2.6986 4.5872 2.5337 -0.1 0.0 0.0 -0.0125
C 3.4549 4.4000 3.6790 0.0 -0.1 0.1 -0.0966
C 3.3623 3.2176 4.4286 0.0 0.1 -0.1 -0.1012
C 2.5060 2.1993 4.0353 0.0 0.0 0.0 -0.0183
C 1.7462 2.3986 2.8917 0.1 -0.1 0.1 -0.0894
N -2.1090 -0.1854 0.6400 0.1 0.4 0.0 0.0554
H -5.6570 0.7293 -6.7123 0.0 0.0 0.0 0.0877
H -6.2898 -1.3313 -5.5241 0.0 0.0 0.0 0.0863
H -5.3502 -1.8131 -3.2507 0.0 0.0 0.0 0.1035
H -5.1165 -2.9834 0.3240 0.0 0.0 0.0 0.1023
H -5.5831 -4.2548 2.4379 0.0 0.0 0.0 0.0869
H -4.3033 -3.7560 4.4828 0.0 0.0 0.0 0.0927
H -2.5432 -1.9912 4.4796 0.0 0.0 0.0 0.1152
H -4.0698 2.3536 -5.6760 0.0 0.0 0.0 0.1063
H -2.0374 5.5633 -4.7289 0.0 0.0 0.0 0.0963
H -0.9690 7.7979 -4.7941 0.0 0.0 0.0 0.0782
H 0.6276 8.4849 -3.0305 0.0 0.0 0.0 0.0795
H 1.1845 6.9475 -1.1600 0.0 0.0 0.0 0.0990
H 2.7760 5.4891 1.9403 0.0 0.0 0.0 0.1094
H 4.1423 5.1746 3.9983 0.0 0.0 0.0 0.0890
H 3.9732 3.0979 5.3149 0.0 0.0 0.0 0.0866
H 2.4287 1.2793 4.6025 0.0 0.0 0.0 0.1045
N 1.2319 -6.7540 6.9965 0.0 -0.1 0.0 0.1300
C 1.0223 -5.9732 6.1794 -0.1 0.4 -0.3 -0.1890
C 0.7589 -4.9872 5.1472 0.2 -0.3 0.4 -0.2392
C 1.7067 -4.0068 4.8654 0.1 0.1 0.0 -0.0205
C 1.4517 -3.0709 3.8770 0.0 -0.1 0.0 -0.0202
C 0.2595 -3.1105 3.1552 0.0 0.1 -0.1 -0.1694
C -0.6805 -4.0926 3.4476 0.0 -0.2 0.0 -0.0095
C -0.4353 -5.0288 4.4409 -0.2 0.0 -0.1 -0.0134
C 0.0086 -2.1359 2.0419 -0.2 0.2 0.8 0.0147
C -0.4706 -0.7330 2.4630 0.1 0.1 0.1 -0.1837
C -0.0510 -0.2623 3.8448 -0.1 0.1 -0.1 -0.1816
C -0.9601 0.5631 4.6137 -0.1 -0.1 -0.1 -0.1266
C -2.0474 1.1020 3.9352 0.0 0.1 0.0 -0.2504
N -2.5047 0.8012 2.7409 0.2 -0.2 0.0 0.0864
C 0.2383 -2.6114 0.8141 0.0 -0.2 -0.5 -0.2167
C 0.7571 -3.9558 0.4630 -0.1 0.3 0.3 -0.0180
C 0.9286 -3.9583 -0.8630 0.0 0.2 -0.4 -0.0476
C 0.5031 -2.6271 -1.3312 0.1 -0.3 -0.3 -0.1194
N 0.0889 -1.8730 -0.3811 0.2 0.0 0.5 0.0497
H 2.6368 -3.9829 5.4177 0.0 0.0 0.0 0.1167
H 2.1846 -2.3060 3.6487 0.0 0.0 0.0 0.1224
H -1.6108 -4.1114 2.8942 0.1 -0.1 0.0 0.1151
H -1.1702 -5.7895 4.6703 0.0 0.0 0.0 0.1186
H 0.6386 -0.8747 4.4104 0.1 0.0 -0.1 0.1052
H -0.6385 0.9504 5.5706 0.0 0.1 0.0 0.0539
H -2.6066 1.8986 4.4307 0.0 0.0 0.0 0.0888
H 0.9784 -4.7530 1.1547 0.0 0.0 0.0 0.1065
H 1.3198 -4.7547 -1.4786 0.0 0.0 0.0 0.0924
H 0.5074 -2.2696 -2.3580 0.0 -0.1 0.1 0.1126
N 4.9215 -4.3645 -0.0270 0.1 0.0 0.0 0.0792
C 4.6025 -3.0449 -0.4034 -0.1 -0.1 0.0 -0.3424
C 3.9668 -2.1933 0.4967 -0.1 0.0 0.1 -0.0442
C 3.6719 -0.8892 0.1416 0.0 0.0 -0.1 -0.0483
C 4.0204 -0.4164 -1.1217 0.1 -0.3 0.1 -0.2748
C 4.6623 -1.2562 -2.0232 -0.1 0.0 0.2 -0.0640
C 4.9487 -2.5664 -1.6631 0.0 0.0 -0.1 -0.0463
S 3.6030 1.2507 -1.5553 -0.4 -0.1 0.3 0.5521
O 4.6046 1.7255 -2.4754 0.1 0.0 -0.1 -0.3224
O 3.4558 1.9281 -0.2891 0.2 0.1 0.0 -0.3238
N 2.1265 1.1415 -2.1442 -0.1 -0.1 -0.7 -0.1637
C 1.8219 0.6654 -3.3706 0.1 0.1 0.3 -0.4888
N 2.7400 0.1689 -4.2355 0.0 0.0 0.0 0.1220
C 2.3162 -0.1277 -5.4528 0.1 0.0 0.1 -0.1673
C 1.0046 0.0056 -5.8727 0.0 0.0 -0.1 -0.0912
C 0.1123 0.3935 -4.8847 -0.1 -0.1 0.2 -0.1507
N 0.4852 0.6865 -3.6535 0.1 0.2 -0.2 0.0516
H 4.3232 -4.7294 0.6985 0.0 0.0 0.0 0.0710
H 4.9770 -5.0051 -0.8033 0.0 0.0 0.0 0.0722
H 3.6924 -2.5693 1.4783 0.0 0.0 0.0 0.0985
H 3.1700 -0.2234 0.8339 0.0 0.0 0.0 0.1060
H 4.9230 -0.8694 -2.9984 0.0 0.0 0.0 0.0986
H 5.4523 -3.2255 -2.3641 0.0 0.0 0.0 0.1008
H 3.0735 -0.5098 -6.1344 0.0 0.0 0.0 0.0962
H 0.6901 -0.2178 -6.8814 0.0 0.0 0.0 0.0802
H -0.9564 0.4467 -5.0800 0.0 0.0 0.0 0.1034


Record 2
14
Properties=species:S:1:pos:R:3:forces:R:3:lowdin_charge:R:1 method="wB97M-V/def2-TZVPD" e_tot_ev=-20202.7824 total_charge=-1 homo_lumo_gap_ev=7.31 e_above_lowest_kcal_mol=29.2
O 0.9348 0.1016 -2.2509 -1.1 0.6 -1.2 -0.0505
C 1.3145 -0.3677 -1.1966 1.3 0.2 3.0 -0.7381
O 2.4068 -0.9239 -0.9138 -1.0 -0.1 0.1 -0.0990
C 0.2932 -0.1294 0.1675 -0.7 2.4 -3.4 -0.2399
C -0.5118 -1.3509 0.3529 2.9 -2.7 -1.0 -0.5710
S -0.9801 -1.7344 2.1562 0.1 0.0 -1.7 0.6162
H -0.3758 0.7448 -0.2085 0.9 -1.3 1.0 0.0888
H 0.8217 0.1163 1.0552 0.8 0.3 0.5 0.0644
H 0.3059 -2.0793 -0.1828 -2.1 0.3 2.3 0.1251
H -1.3086 -1.4366 -0.3571 -1.0 0.1 0.2 0.0563
H -2.2836 -1.5981 1.9008 -0.1 0.0 0.2 -0.1939
H -0.1107 3.0156 -0.9218 -0.3 0.7 1.2 0.0713
H -0.2048 2.3993 0.3676 0.3 -2.8 1.7 -0.0647
O -0.3016 3.2428 0.0313 0.1 2.2 -3.0 -0.0650


Record 3
15
Properties=species:S:1:pos:R:3:forces:R:3:lowdin_charge:R:1 method="wB97M-V/def2-TZVPD" e_tot_ev=-9302.6235 homo_lumo_gap_ev=9.45 e_above_lowest_kcal_mol=86.9
C 1.1739 1.4983 -0.5027 0.1 0.0 0.0 -0.0366
C 0.4098 0.4030 0.2011 0.1 0.2 -0.2 -0.6215
O 0.0793 0.8843 1.5008 -0.2 -0.2 0.1 -0.0165
C -0.8700 -0.0318 -0.5248 0.0 0.2 0.0 -0.1501
N -1.1448 -1.3362 0.0997 0.1 0.1 -0.4 -0.0187
C 1.1940 -0.9110 0.4316 -1.1 -0.6 -0.2 0.0404
N 0.2253 -1.7904 0.3405 0.5 -0.3 0.3 -0.0524
H 2.0476 1.7741 0.0924 -0.1 -0.1 -0.1 0.0875
H 0.5414 2.3840 -0.6312 0.1 -0.1 0.0 0.0885
H 1.5108 1.1509 -1.4837 0.0 0.1 0.1 0.0852
H -0.4650 0.2013 1.9227 0.1 0.2 0.0 0.0949
H -0.6928 -0.1353 -1.6056 0.0 0.0 0.2 0.1231
H -1.6691 0.6952 -0.3499 0.1 -0.3 0.0 0.1275
H 0.2982 -2.7749 0.6251 0.0 0.7 -0.3 0.1384
H -1.5637 -1.9549 -0.5964 0.2 0.0 0.3 0.1104